Below is a single H4SSi2 molecule, with properties calculated with wB97M-V/def2-TZVPD.

Computed properties:
HOMO level (spin up / spin down): -9.2 / -7.8 eV
DFT total energy: -979.4396 Eh
max |F|: 2.4 eV Å⁻¹
ΔE to the lowest compared entry with this formula, charge and spin: 284.1 kJ/mol

Geometry (Å):
Si1 1.55 -0.28 0.52
Si2 -0.58 0.62 -0.18
S1 3.29 0.23 -0.42
H1 1.25 0.33 1.95
H2 1.75 -1.81 0.43
H3 -1.30 1.40 0.71
H4 -1.25 0.85 -1.43

=====

Below is C28H33FN8O4SSr as an isolated structure, with properties calculated with wB97M-V/def2-TZVPD.

Computed properties:
HOMO level: -8.5 eV
DFT total energy: -2354.5121 Eh
max |F|: 4.4 eV Å⁻¹
ΔE to the lowest compared entry with this formula, charge and spin: 240.5 kJ/mol

Geometry (Å):
Sr1 -0.33 1.43 -1.04
C1 -0.76 2.69 -3.51
C2 0.84 2.83 -3.09
C3 1.59 1.52 -3.47
C4 2.23 1.43 -4.69
C5 2.81 0.22 -5.07
C6 2.74 -0.85 -4.20
C7 2.09 -0.68 -2.99
N1 1.53 0.46 -2.63
N2 -1.77 2.73 -2.36
C8 -2.94 1.78 -2.52
C9 -2.56 0.37 -3.04
C10 -3.02 -0.04 -4.28
C11 -2.71 -1.31 -4.73
C12 -1.95 -2.14 -3.92
C13 -1.52 -1.65 -2.69
N3 -1.81 -0.43 -2.26
C14 -2.09 4.05 -1.81
C15 -0.91 4.78 -1.13
C16 -0.74 6.13 -1.35
C17 0.25 6.80 -0.64
C18 1.04 6.09 0.25
C19 0.81 4.72 0.38
N4 -0.13 4.08 -0.30
H1 -0.84 1.71 -3.98
H2 -1.02 3.43 -4.27
H3 0.96 3.05 -2.02
H4 1.29 3.67 -3.61
H5 2.27 2.29 -5.35
H6 3.31 0.13 -6.02
H7 3.19 -1.81 -4.44
H8 2.02 -1.48 -2.26
H9 -3.67 2.20 -3.22
H10 -3.39 1.66 -1.53
H11 -3.62 0.63 -4.88
H12 -3.05 -1.65 -5.70
H13 -1.69 -3.14 -4.22
H14 -0.94 -2.25 -2.01
H15 -2.83 3.90 -1.03
H16 -2.54 4.69 -2.58
H17 -1.38 6.66 -2.04
H18 0.40 7.86 -0.78
H19 1.81 6.57 0.83
H20 1.42 4.12 1.04
F1 -1.95 1.34 0.46
N5 2.12 0.21 1.78
C20 1.40 0.58 0.94
C21 -0.59 -4.13 8.34
C22 -0.54 -4.21 6.83
S1 0.57 -2.96 6.18
O1 1.84 -3.09 6.86
O2 -0.12 -1.70 6.18
C23 0.79 -3.46 4.47
C24 1.27 -2.30 3.60
N6 1.03 -2.59 2.20
C25 -0.02 -2.09 1.49
N7 0.00 -2.49 0.23
C26 1.09 -3.29 0.10
C27 1.73 -3.36 1.30
N8 2.89 -4.12 1.61
O3 3.31 -4.10 2.76
O4 3.42 -4.74 0.70
C28 -1.02 -1.17 2.08
H21 -1.29 -4.88 8.72
H22 -0.94 -3.15 8.67
H23 0.39 -4.31 8.77
H24 -1.51 -4.01 6.38
H25 -0.17 -5.17 6.48
H26 -0.18 -3.82 4.12
H27 1.51 -4.28 4.46
H28 2.32 -2.11 3.75
H29 0.72 -1.39 3.84
H30 1.37 -3.77 -0.82
H31 -0.52 -0.24 2.36
H32 -1.51 -1.59 2.97
H33 -1.74 -0.89 1.32